1.
{
  "formula": "C18H29IrO2Si",
  "method": "ωB97M-V/def2-TZVPD",
  "e_lumo_ev": [5.166, 5.009],
  "spin_multiplicity": 5,
  "total_charge": -2,
  "gap_ev": [2.713, 3.440],
  "energy_ev": -33938.89942,
  "de_lowest_kcal_mol": 0.0,
  "homo_energy_ev": [2.453, 1.569],
  "species": ["Ir", "C", "C", "C", "H", "C", "C", "H", "H", "H", "H", "C", "C", "C", "H", "C", "C", "H", "H", "H", "H", "O", "C", "C", "C", "C", "C", "H", "H", "H", "H", "H", "H", "H", "H", "H", "H", "C", "Si", "C", "C", "O", "H", "H", "H", "H", "H", "H", "H", "H", "H"],
  "xyz": [[0.346, -0.124, 0.142], [0.705, -1.784, 1.572], [-0.742, -1.794, 1.589], [-1.186, -2.092, 0.308], [-1.435, -1.628, 2.406], [-0.053, -2.265, -0.537], [1.126, -2.135, 0.268], [2.142, -2.276, -0.006], [1.413, -1.660, 2.383], [-2.215, -2.142, 0.056], [-0.062, -2.681, -1.521], [1.431, 1.735, 0.751], [2.293, 0.611, 0.418], [2.138, 0.381, -1.011], [2.927, 0.080, 1.095], [1.217, 1.344, -1.496], [0.786, 2.165, -0.429], [0.108, 3.005, -0.481], [1.389, 2.222, 1.699], [2.614, -0.397, -1.580], [0.963, 1.464, -2.535], [-1.090, -0.019, -1.453], [-0.789, 0.284, -4.417], [-2.006, 0.486, -3.639], [-0.300, -1.073, -4.675], [-0.154, 1.430, -5.090], [-1.779, 0.952, -2.160], [-2.571, -0.461, -3.603], [-2.618, 1.256, -4.157], [-1.250, 1.922, -2.180], [-2.772, 1.136, -1.711], [-0.792, -1.514, -5.563], [-0.497, -1.735, -3.816], [0.782, -1.075, -4.878], [-0.583, 1.610, -6.092], [0.922, 1.256, -5.242], [-0.278, 2.362, -4.517], [1.558, 0.995, 4.443], [-0.003, 0.176, 3.811], [0.031, -1.582, 4.651], [-1.613, 0.941, 4.401], [-0.110, 0.589, 2.216], [1.517, 1.012, 5.549], [1.521, 2.011, 4.015], [2.463, 0.483, 4.073], [0.017, -1.438, 5.743], [-0.826, -2.232, 4.430], [0.924, -2.187, 4.446], [-1.610, 1.933, 3.913], [-2.484, 0.375, 4.023], [-1.602, 1.016, 5.503]],
  "forces_ev_per_a": [[-1.196, -0.498, -2.630], [-0.344, -1.649, 0.941], [-0.230, -1.863, 0.854], [0.490, -0.918, 0.664], [0.393, 0.111, -0.131], [0.373, -1.443, 0.520], [-1.302, -1.309, 0.269], [0.610, -0.100, -0.415], [-0.312, 0.137, -0.060], [-0.593, 0.059, -0.484], [-0.040, 0.325, -0.613], [2.143, 1.156, -0.769], [0.236, 1.825, -0.772], [0.893, 1.089, 0.059], [0.282, -0.184, 0.239], [1.477, 0.600, -0.932], [0.638, 0.936, 0.501], [-0.093, -0.059, -0.067], [-0.174, -0.006, 0.243], [0.131, -0.076, -0.183], [-0.319, -0.202, -0.027], [-1.828, 0.710, -1.898], [0.313, 0.095, 0.134], [-0.783, 0.235, 0.351], [0.431, -0.600, 0.064], [0.409, 0.367, -0.096], [0.656, -0.993, 0.770], [-0.010, 0.291, 0.097], [-0.122, -0.142, 0.210], [-0.031, 0.165, -0.121], [-0.254, 0.224, -0.098], [0.016, -0.125, -0.013], [0.058, 0.232, -0.237], [-0.185, -0.090, 0.045], [-0.044, 0.069, -0.088], [-0.174, 0.125, 0.052], [0.039, -0.213, -0.127], [-0.100, 0.268, 0.575], [-0.788, 0.501, -3.253], [0.031, -0.066, 0.146], [0.133, 0.356, 0.819], [-0.881, -0.071, 4.888], [0.457, 0.196, -0.302], [0.219, -0.264, 0.364], [-0.347, 0.161, 0.234], [0.002, 0.190, -0.058], [0.090, 0.249, -0.130], [-0.076, 0.208, -0.094], [-0.149, -0.344, 0.413], [0.430, 0.144, 0.281], [-0.575, 0.191, -0.137]],
  "mulliken_spin": [1.805, 0.190, 0.062, 0.167, 0.010, 0.013, 0.096, -0.064, -0.065, 0.013, 0.057, 0.128, 0.151, 0.084, -0.071, 0.051, 0.036, 0.038, 0.061, -0.020, 0.156, -0.003, 0.654, 0.098, 0.036, 0.065, 0.141, 0.013, 0.015, -0.012, 0.000, 0.041, 0.003, 0.015, 0.005, 0.027, 0.017, 0.003, -0.002, 0.000, -0.002, -0.028, -0.001, 0.006, 0.001, 0.001, 0.008, 0.003, 0.000, -0.001, 0.000]
}

---

2.
{
  "formula": "C18H29N2O2P2PrS",
  "method": "ωB97M-V/def2-TZVPD",
  "e_lumo_ev": [0.059, 0.120],
  "spin_multiplicity": 3,
  "gap_ev": [7.242, 7.303],
  "energy_ev": -69692.17880,
  "homo_energy_ev": [-7.183, -7.183],
  "species": ["C", "C", "N", "C", "C", "C", "C", "P", "Pr", "P", "C", "C", "C", "C", "C", "C", "C", "O", "O", "H", "H", "H", "C", "C", "H", "H", "H", "H", "C", "C", "H", "H", "H", "H", "H", "H", "H", "H", "H", "H", "H", "H", "H", "H", "H", "H", "H", "H", "H", "H", "H", "H", "S", "C", "N"],
  "xyz": [[2.387, -3.136, 1.628], [1.892, -2.051, 0.901], [0.845, -1.321, 1.395], [0.301, -1.642, 2.601], [0.831, -2.665, 3.366], [1.854, -3.448, 2.874], [2.495, -1.663, -0.350], [2.433, -0.020, -1.038], [-0.068, 0.751, 0.098], [-2.055, -0.132, 2.010], [-0.875, -0.842, 3.176], [-1.173, 2.209, -1.762], [-0.531, 3.389, -2.024], [-1.147, 4.301, -2.903], [-2.372, 3.996, -3.469], [-3.005, 2.788, -3.187], [-2.389, 1.877, -2.300], [1.247, -3.195, -2.222], [-0.130, -1.270, -2.894], [3.208, -3.708, 1.178], [0.389, -2.879, 4.346], [2.296, -4.266, 3.453], [3.994, 0.690, -0.422], [2.740, -0.139, -2.849], [-1.433, -1.502, 3.848], [-0.481, -0.023, 3.782], [1.714, -2.746, -1.471], [3.500, -2.104, -0.498], [-2.934, 1.075, 3.049], [-3.311, -1.472, 1.878], [0.459, 3.641, -1.576], [-0.660, 5.267, -3.136], [-2.863, 4.713, -4.170], [-3.968, 2.538, -3.638], [-2.874, 0.906, -2.057], [-1.150, -0.715, -1.292], [-0.931, -1.307, -3.458], [0.153, -2.134, -2.647], [0.818, -3.957, -1.838], [-1.813, -0.656, -0.809], [4.842, 0.218, -0.948], [3.986, 1.763, -0.601], [4.077, 0.499, 0.660], [3.695, -0.668, -3.022], [1.899, -0.658, -3.335], [2.809, 0.888, -3.244], [-3.845, -1.589, 2.832], [-4.022, -1.223, 1.080], [-2.805, -2.422, 1.614], [-3.599, 0.580, 3.751], [-2.205, 1.697, 3.583], [-3.525, 1.742, 2.397], [0.636, 4.421, 3.506], [0.413, 3.238, 2.461], [0.251, 2.368, 1.697]],
  "forces_ev_per_a": [[0.228, -1.216, 0.953], [0.319, 1.487, -1.251], [-1.037, 0.046, 0.532], [0.463, -0.233, -0.286], [-1.373, 0.204, 1.023], [1.472, -0.149, -1.302], [0.619, -0.427, 0.590], [0.541, -0.799, 0.055], [0.256, 1.767, -0.962], [-0.946, -0.290, 0.157], [0.801, -0.608, 0.354], [1.392, -2.543, 2.413], [0.048, 1.479, -0.897], [0.972, 0.584, 0.322], [-0.763, 0.405, -0.769], [-0.077, -0.772, 0.443], [-1.276, 0.650, -1.231], [-0.170, -1.010, -0.520], [-2.032, 2.793, -0.972], [-0.373, 0.195, 0.370], [0.185, 0.095, -0.409], [-0.338, 0.309, -0.183], [0.244, 0.106, 0.016], [0.087, -0.040, 0.116], [0.154, 0.083, 0.104], [0.048, 0.074, -0.027], [0.280, 0.431, 0.321], [-0.560, -0.030, 0.043], [-0.012, 0.644, -0.351], [0.269, -0.265, -0.296], [-0.780, -0.144, -0.325], [-0.334, -0.621, 0.119], [0.507, -0.630, 0.674], [0.218, 0.196, 0.048], [0.183, 0.763, -0.304], [-2.112, -0.435, 0.546], [0.823, -0.050, 0.528], [0.774, -1.977, 0.211], [-0.035, -0.460, 0.132], [1.354, -0.304, -0.968], [-0.238, 0.221, 0.265], [0.295, 0.132, 0.010], [-0.046, 0.110, -0.425], [-0.422, 0.195, 0.007], [0.469, 0.261, 0.216], [0.017, -0.353, 0.072], [0.161, -0.019, -0.289], [0.086, -0.119, 0.239], [-0.301, 0.485, 0.119], [-0.021, -0.025, 0.154], [-0.165, -0.087, -0.110], [0.182, -0.269, 0.322], [-0.010, 0.062, 0.094], [0.215, 1.172, 1.034], [-0.240, -1.074, -0.722]],
  "mulliken_spin": [0.000, -0.005, -0.001, -0.004, 0.001, 0.000, 0.004, -0.003, 2.023, 0.003, -0.001, -0.012, -0.003, 0.000, 0.000, 0.000, -0.004, 0.000, 0.000, 0.000, 0.000, 0.000, -0.001, 0.000, 0.000, 0.001, 0.000, 0.000, -0.001, -0.001, -0.001, 0.000, 0.000, 0.000, 0.000, 0.004, 0.000, 0.000, 0.000, -0.003, 0.000, 0.000, 0.000, 0.000, 0.000, 0.000, 0.000, 0.000, 0.000, 0.000, 0.000, 0.000, -0.001, 0.007, -0.001]
}

---

3.
{
  "formula": "C18H29N2O4P2ReS2",
  "method": "ωB97M-V/def2-TZVPD",
  "e_lumo_ev": [-3.774, -5.477],
  "spin_multiplicity": 4,
  "total_charge": 1,
  "gap_ev": [3.628, 5.077],
  "energy_ev": -72675.55343,
  "de_lowest_kcal_mol": 9.5,
  "homo_energy_ev": [-7.402, -10.554],
  "species": ["C", "C", "N", "C", "C", "C", "C", "P", "Re", "P", "C", "O", "O", "H", "H", "H", "C", "C", "H", "H", "H", "H", "C", "C", "H", "H", "H", "H", "H", "H", "H", "H", "H", "H", "H", "H", "H", "H", "H", "H", "H", "H", "O", "S", "O", "N", "C", "S", "C", "C", "C", "C", "C", "C", "H", "H", "H", "H"],
  "xyz": [[3.293, -2.214, -2.417], [2.183, -1.784, -1.698], [2.322, -0.986, -0.616], [3.500, -0.398, -0.336], [4.637, -0.771, -1.054], [4.535, -1.717, -2.079], [0.814, -2.047, -2.234], [-0.535, -1.188, -1.281], [0.537, -0.607, 0.690], [2.036, 0.896, 1.684], [3.595, 0.636, 0.734], [0.823, -6.476, 0.450], [1.136, -1.815, 2.403], [3.141, -2.937, -3.224], [5.571, -0.277, -0.804], [5.430, -2.049, -2.623], [-1.063, -0.094, -2.678], [-1.920, -2.365, -1.309], [4.411, 0.395, 1.433], [3.862, 1.603, 0.279], [0.603, -3.120, -2.293], [0.723, -1.692, -3.263], [1.745, 2.675, 1.855], [2.607, 0.515, 3.402], [-0.817, -1.568, 0.970], [0.419, -2.408, 2.711], [0.238, -5.836, -0.058], [1.589, -6.527, -0.182], [0.333, 0.553, -0.430], [1.930, -2.422, 2.347], [-1.114, -0.697, -3.585], [-2.033, 0.369, -2.542], [-0.325, 0.690, -2.810], [-2.197, -2.604, -2.343], [-1.610, -3.266, -0.771], [-2.755, -1.870, -0.786], [3.383, 1.225, 3.722], [1.734, 0.607, 4.060], [3.004, -0.505, 3.445], [2.429, 3.122, 2.596], [1.872, 3.167, 0.883], [0.711, 2.819, 2.203], [-5.693, 0.072, -0.632], [-4.430, 0.707, -0.915], [-4.024, 0.871, -2.307], [-3.167, 0.032, -0.038], [-2.581, 0.880, 0.769], [-1.133, 0.506, 1.679], [-3.210, 2.200, 0.832], [-2.827, 3.355, 1.531], [-3.556, 4.532, 1.318], [-4.642, 4.551, 0.407], [-4.996, 3.407, -0.310], [-4.275, 2.248, -0.065], [-1.975, 3.299, 2.218], [-3.284, 5.450, 1.860], [-5.196, 5.474, 0.255], [-5.788, 3.384, -1.051]],
  "forces_ev_per_a": [[-0.331, -0.181, 0.110], [0.547, 0.157, -0.571], [-0.607, 0.022, 0.125], [0.762, -0.995, -0.673], [-0.285, 0.134, -0.124], [0.700, 0.098, 0.206], [-0.279, -0.518, 0.643], [-1.889, -0.993, -2.596], [-2.223, 0.174, -1.156], [2.254, 1.201, 1.830], [0.249, 0.763, 0.356], [0.166, 1.527, -2.130], [1.074, -2.379, 0.884], [0.184, 0.407, 0.200], [-0.018, -0.222, -0.147], [-0.446, 0.255, 0.294], [0.396, 0.393, 0.764], [0.184, -0.281, 0.234], [-0.232, 0.076, -0.221], [0.046, -0.263, -0.019], [0.021, 0.038, 0.197], [0.321, 0.037, 0.087], [-0.071, 0.328, -0.242], [-0.273, -0.098, -0.298], [0.661, -0.521, -0.630], [0.265, 0.421, -0.108], [0.725, -1.251, 1.082], [-0.894, -0.248, 1.043], [0.359, 0.732, -0.230], [-1.082, 0.918, 0.057], [0.055, -0.175, 0.096], [-0.194, -0.003, 0.325], [0.201, 0.173, -0.140], [0.063, 0.042, 0.186], [-0.173, -0.006, -0.085], [0.360, -0.320, -0.239], [-0.257, -0.182, -0.198], [0.266, -0.122, 0.006], [-0.115, 0.269, 0.162], [-0.186, -0.252, -0.388], [-0.163, -0.011, 0.244], [0.249, -0.046, -0.185], [0.714, -0.006, -0.370], [0.803, 0.699, 1.034], [-0.374, -0.426, 0.700], [-0.549, -1.822, -1.399], [-0.794, 2.105, 0.265], [-0.635, 0.510, 1.290], [1.110, -0.373, 0.031], [-0.333, 0.419, -0.057], [0.008, -0.401, -0.052], [0.238, 0.079, 0.169], [0.333, -0.084, 0.378], [-0.484, 0.436, -0.398], [-0.384, 0.212, -0.214], [-0.176, -0.501, -0.317], [0.131, -0.163, 0.035], [0.005, 0.217, 0.154]],
  "mulliken_spin": [0.002, -0.004, 0.000, 0.015, -0.005, 0.010, 0.018, -0.039, 1.581, 0.043, -0.003, 0.000, -0.015, 0.000, 0.000, 0.000, 0.001, -0.009, -0.001, -0.002, 0.008, -0.001, 0.007, 0.002, -0.027, 0.011, 0.000, 0.000, 0.005, 0.000, 0.000, 0.001, 0.003, 0.001, -0.002, 0.008, 0.000, 0.000, 0.001, 0.001, -0.001, 0.001, 0.016, 0.033, 0.035, 0.278, 0.437, 0.423, -0.056, 0.098, -0.057, 0.116, -0.047, 0.094, 0.015, -0.003, 0.010, -0.001]
}

---

4.
{
  "formula": "C18H29N2OOsSi2",
  "method": "ωB97M-V/def2-TZVPD",
  "e_lumo_ev": [-9.681, -13.781],
  "spin_multiplicity": 5,
  "total_charge": 3,
  "gap_ev": [9.242, 5.363],
  "energy_ev": -42357.71147,
  "de_lowest_kcal_mol": 0.0,
  "homo_energy_ev": [-18.923, -19.144],
  "species": ["Os", "C", "Si", "C", "C", "C", "C", "C", "C", "C", "C", "N", "Si", "C", "C", "C", "H", "H", "H", "H", "H", "H", "H", "H", "H", "H", "H", "H", "H", "H", "H", "H", "H", "H", "H", "H", "H", "H", "O", "C", "C", "C", "C", "C", "C", "N", "H", "H", "H", "H", "H", "H", "H"],
  "xyz": [[-1.347, 0.330, -0.002], [1.411, -1.823, 2.160], [1.499, 0.014, 1.827], [3.245, 0.674, 1.873], [0.196, 0.885, 2.905], [0.689, 0.590, -0.002], [0.554, 2.055, -0.003], [1.479, 3.087, -0.007], [1.006, 4.393, -0.009], [-0.369, 4.636, -0.006], [-1.250, 3.566, -0.002], [-0.789, 2.314, -0.001], [1.507, 0.004, -1.819], [0.211, 0.877, -2.905], [1.416, -1.833, -2.152], [3.258, 0.652, -1.861], [1.899, -1.981, 3.127], [1.953, -2.438, 1.439], [0.393, -2.200, 2.261], [3.674, 0.383, 2.837], [3.316, 1.758, 1.801], [3.872, 0.226, 1.101], [0.246, 0.504, 3.927], [-0.835, 0.694, 2.560], [0.342, 1.966, 2.942], [2.537, 2.865, -0.009], [1.702, 5.222, -0.013], [-0.753, 5.647, -0.007], [-2.320, 3.729, -0.001], [-0.822, 0.693, -2.563], [0.263, 0.489, -3.925], [0.362, 1.957, -2.947], [0.398, -2.210, -2.255], [1.956, -2.449, -1.429], [1.907, -1.991, -3.118], [3.339, 1.736, -1.792], [3.687, 0.354, -2.823], [3.878, 0.202, -1.085], [-3.612, 0.362, 0.000], [-4.255, -0.928, -0.001], [-3.220, -2.011, -0.001], [-3.616, -3.337, -0.002], [-2.657, -4.336, -0.002], [-1.309, -3.982, -0.002], [-0.976, -2.652, -0.001], [-1.909, -1.666, 0.000], [-4.293, 1.050, -0.004], [-4.886, -1.027, -0.887], [-4.888, -1.027, 0.884], [-4.670, -3.582, -0.002], [-2.950, -5.378, -0.003], [-0.526, -4.727, -0.003], [0.055, -2.337, -0.001]],
  "forces_ev_per_a": [[-2.751, 0.131, 0.000], [-0.003, 0.220, -0.332], [0.361, -0.174, 0.084], [-0.412, -0.097, 0.128], [0.194, -0.014, -0.368], [0.515, 0.816, 0.011], [0.144, -1.203, -0.006], [0.455, 0.469, -0.004], [-0.110, 0.137, -0.001], [0.783, 0.408, -0.003], [-0.390, -0.932, 0.001], [-0.023, 0.542, 0.003], [0.375, -0.176, -0.080], [0.193, -0.016, 0.363], [-0.010, 0.219, 0.331], [-0.420, -0.091, -0.131], [0.040, 0.088, 0.020], [0.014, 0.024, 0.013], [0.015, 0.043, 0.035], [0.015, 0.026, 0.008], [-0.005, 0.003, 0.042], [-0.041, -0.032, 0.031], [0.064, -0.108, -0.011], [0.048, -0.002, 0.147], [-0.010, 0.020, -0.063], [0.001, 0.061, -0.001], [-0.022, 0.016, 0.003], [-0.022, 0.018, 0.000], [-0.027, -0.102, 0.001], [0.049, -0.005, -0.146], [0.060, -0.107, 0.011], [-0.007, 0.022, 0.064], [0.017, 0.047, -0.038], [0.017, 0.025, -0.013], [0.041, 0.086, -0.019], [-0.007, 0.003, -0.042], [0.019, 0.027, -0.007], [-0.040, -0.035, -0.032], [0.521, -0.322, -0.002], [-0.248, -0.281, -0.005], [0.029, 0.008, 0.000], [-0.001, 0.073, 0.001], [0.099, 0.013, 0.000], [-0.034, 0.018, 0.000], [-0.034, -0.218, 0.005], [0.404, -0.005, -0.003], [0.214, 0.154, 0.003], [0.031, 0.077, -0.011], [0.032, 0.078, 0.012], [-0.001, 0.015, 0.000], [-0.023, 0.012, 0.000], [-0.029, -0.027, 0.000], [-0.084, 0.045, 0.001]],
  "mulliken_spin": [2.650, -0.002, 0.132, 0.007, 0.121, 0.362, -0.035, 0.100, -0.012, 0.159, 0.088, 0.065, 0.129, 0.122, -0.002, 0.006, 0.003, 0.002, 0.002, 0.003, -0.003, 0.002, 0.014, -0.013, 0.002, 0.010, 0.001, 0.000, 0.000, -0.012, 0.014, 0.003, 0.002, 0.002, 0.003, -0.003, 0.003, 0.002, -0.008, -0.003, 0.012, -0.001, 0.027, 0.000, 0.003, 0.008, 0.006, 0.006, 0.006, 0.001, -0.001, 0.000, 0.015]
}